--- w ---
Below is one molecule with the formula C5H11N, with properties calculated with the ωB97M-V functional and the def2-TZVPD basis.

Orbital gap (eV): 4.912
HOMO (eV): -7.416

Cartesian coordinates (Å):
N1 -1.491 -0.993 -1.512
C1 0.535 1.520 -0.943
C2 -0.883 -1.567 0.988
C3 -0.859 -0.625 -0.211
C4 0.706 0.085 -0.193
C5 0.974 0.375 1.208
H1 1.982 0.252 1.553
H2 -0.490 -2.574 0.597
H3 0.617 1.465 1.396
H4 -1.227 0.255 0.401
H5 1.475 2.224 -0.755
H6 -0.062 -0.839 1.477
H7 -0.947 -0.822 -2.425
H8 -1.743 -1.532 1.710
H9 1.344 -0.602 -0.981
H10 0.219 1.466 -2.035
H11 -0.149 1.911 -0.276

The net atomic charges from Mulliken, expressed in e, are:
1. N -0.597
2. C -1.172
3. C -0.292
4. C -0.117
5. C 0.033
6. C -0.855
7. H 0.315
8. H 0.293
9. H 0.263
10. H 0.253
11. H 0.298
12. H 0.004
13. H 0.235
14. H 0.285
15. H 0.354
16. H 0.282
17. H 0.417

---

--- x ---
Below is one molecule with the formula C5H11N, with properties calculated with the ωB97M-V functional and the def2-TZVPD basis.

Orbital gap (eV): 9.026
Structure (SMILES): CC(C)=C(C)N
HOMO (eV): -7.976

Cartesian coordinates (Å):
N1 -0.968 1.750 -0.421
C1 0.006 0.184 1.910
C2 0.130 -0.309 0.553
C3 -0.042 0.170 -1.972
C4 -0.260 0.457 -0.456
C5 0.585 -1.671 0.402
H1 0.978 0.533 2.335
H2 -0.704 1.004 1.994
H3 1.058 -1.900 -0.600
H4 0.322 -0.821 -2.205
H5 -1.150 0.157 -2.442
H6 -0.392 -0.579 2.594
H7 0.667 0.777 -2.403
H8 -0.735 2.353 -1.218
H9 -0.713 2.278 0.410
H10 -0.249 -2.321 0.396
H11 1.468 -2.063 1.124

The net atomic charges from Mulliken, expressed in e, are:
1. N -0.650
2. C -1.373
3. C 0.788
4. C -1.460
5. C 0.603
6. C -1.351
7. H 0.250
8. H 0.391
9. H 0.335
10. H 0.353
11. H 0.278
12. H 0.350
13. H 0.424
14. H 0.254
15. H 0.212
16. H 0.302
17. H 0.292

---

What is the stability order? It is x, w, from most stable to least stable.

---

--- w ---
Below is one molecule with the formula C6H4O, with properties calculated with the ωB97M-V functional and the def2-TZVPD basis.

Orbital gap (eV): 9.969
Structure (SMILES): C#CC(=O)C#CC
HOMO (eV): -10.235

Cartesian coordinates (Å):
O1 1.258 -2.505 0.258
C1 0.558 0.906 0.481
C2 -1.756 -2.363 -1.452
C3 0.532 -0.270 0.210
C4 0.433 -1.686 -0.091
C5 -0.764 -2.059 -0.840
C6 0.552 2.323 0.831
H1 1.563 2.741 0.821
H2 -0.071 2.892 0.134
H3 0.141 2.450 1.838
H4 -2.633 -2.641 -1.996

The net atomic charges from Mulliken, expressed in e, are:
1. O -0.457
2. C 1.036
3. C 0.249
4. C -0.166
5. C -0.368
6. C -0.292
7. C -1.265
8. H 0.306
9. H 0.298
10. H 0.288
11. H 0.371

---

--- x ---
Below is C6H4O as an isolated structure, with properties calculated with the ωB97M-V functional and the def2-TZVPD basis.

Orbital gap (eV): 9.442
HOMO (eV): -10.209

Cartesian coordinates (Å):
O1 1.765 1.594 1.220
C1 -2.363 -0.150 -0.735
C2 2.660 -0.450 0.476
C3 -1.000 0.211 -0.335
C4 1.847 -1.388 0.793
C5 1.451 0.599 0.618
C6 0.145 0.402 0.011
H1 -2.793 0.563 -1.447
H2 3.671 -0.052 0.456
H3 -2.362 -1.143 -1.197
H4 -3.022 -0.187 0.140

The net atomic charges from Mulliken, expressed in e, are:
1. O -0.456
2. C -1.185
3. C -0.038
4. C 0.916
5. C -0.510
6. C 0.225
7. C -0.196
8. H 0.305
9. H 0.354
10. H 0.295
11. H 0.289

---

What is the stability order? It is w, x, from most stable to least stable.

---

--- w ---
Below is one molecule with the formula C6H4O, with properties calculated with the ωB97M-V functional and the def2-TZVPD basis.

Orbital gap (eV): 9.289
HOMO (eV): -8.946

Cartesian coordinates (Å):
O1 0.183 0.441 -1.168
C1 0.943 1.353 -0.517
C2 0.038 0.028 1.021
C3 -0.361 -0.364 -0.218
C4 0.897 1.153 0.824
C5 -1.996 -2.043 -1.485
C6 -1.183 -1.461 -0.674
H1 -1.133 -2.476 -0.177
H2 1.455 2.067 -1.145
H3 1.412 1.727 1.581
H4 -0.255 -0.426 1.958

The net atomic charges from Mulliken, expressed in e, are:
1. O -0.299
2. C -0.323
3. C -0.388
4. C 0.619
5. C -0.378
6. C -0.533
7. C -0.227
8. H 0.261
9. H 0.437
10. H 0.389
11. H 0.441

---

--- x ---
Below is one molecule with the formula C6H4O, with properties calculated with the ωB97M-V functional and the def2-TZVPD basis.

Orbital gap (eV): 8.564
HOMO (eV): -9.633

Cartesian coordinates (Å):
O1 0.378 -1.131 0.368
C1 2.026 0.403 0.957
C2 0.752 0.127 0.632
C3 -0.360 1.031 0.315
C4 -1.251 0.323 -0.384
C5 3.282 0.576 0.915
C6 -0.701 -1.059 -0.562
H1 -1.382 -1.899 -0.421
H2 -0.361 2.087 0.552
H3 -0.207 -1.126 -1.541
H4 -2.176 0.669 -0.831

The net atomic charges from Mulliken, expressed in e, are:
1. O -0.284
2. C -0.194
3. C 0.651
4. C -0.307
5. C -0.324
6. C -0.603
7. C -0.303
8. H 0.309
9. H 0.415
10. H 0.232
11. H 0.408

---

What is the stability order? It is w, x, from most stable to least stable.

---

--- w ---
Below is one molecule with the formula C6H4O, with properties calculated with the ωB97M-V functional and the def2-TZVPD basis.

Orbital gap (eV): 9.560
Structure (SMILES): C#Cc1ccco1
HOMO (eV): -8.527

Cartesian coordinates (Å):
O1 0.741 1.021 0.262
C1 -2.213 1.141 -1.522
C2 1.195 -1.098 0.794
C3 -0.414 0.303 0.167
C4 1.704 0.150 0.632
C5 -0.200 -0.992 0.526
C6 -1.451 0.840 -0.641
H1 1.747 -2.005 0.983
H2 2.696 0.565 0.716
H3 -2.850 1.392 -2.339
H4 -0.951 -1.769 0.533

The net atomic charges from Mulliken, expressed in e, are:
1. O -0.298
2. C -0.073
3. C -0.385
4. C 0.100
5. C -0.343
6. C -0.364
7. C -0.274
8. H 0.378
9. H 0.421
10. H 0.414
11. H 0.423

---

--- x ---
Below is one molecule with the formula C6H4O, with properties calculated with the ωB97M-V functional and the def2-TZVPD basis.

Orbital gap (eV): 9.031
Structure (SMILES): C#CC#C[C@H]1CO1
HOMO (eV): -9.547

Cartesian coordinates (Å):
O1 1.638 1.352 0.413
C1 -2.484 -1.746 1.258
C2 -0.690 1.006 -0.498
C3 1.982 0.848 -0.873
C4 -1.536 0.217 -0.100
C5 -2.126 -0.807 0.590
C6 0.700 0.550 -0.257
H1 0.625 -0.471 0.128
H2 2.117 1.587 -1.654
H3 2.662 -0.005 -0.864
H4 -2.888 -2.530 1.856

The net atomic charges from Mulliken, expressed in e, are:
1. O -0.396
2. C 0.065
3. C -0.633
4. C -0.284
5. C -0.154
6. C -0.149
7. C 0.418
8. H 0.254
9. H 0.255
10. H 0.217
11. H 0.407

---

--- y ---
Below is a 3-piece molecular cluster, C6H4O overall, with properties calculated with the ωB97M-V functional and the def2-TZVPD basis.

Orbital gap (eV): 7.776
HOMO (eV): -8.939

Cartesian coordinates (Å):
O1 1.782 2.135 1.004
C1 2.531 -1.154 0.832
C2 -2.128 -0.317 -0.798
C3 1.336 -0.974 0.579
C4 -0.229 1.289 -0.089
C5 0.927 1.520 0.537
C6 -1.195 0.650 -0.502
H1 -0.917 -1.244 0.104
H2 3.565 -1.365 1.085
H3 -3.159 -0.090 -0.457
H4 -2.162 -0.719 -1.819

The net atomic charges from Mulliken, expressed in e, are:
1. O -0.236
2. C -0.656
3. C -0.982
4. C -0.291
5. C -0.132
6. C 0.611
7. C 0.470
8. H 0.335
9. H 0.337
10. H 0.250
11. H 0.294

---

What is the stability order? It is w, x, y, from most stable to least stable.